Computed, not measured: a 2-piece molecular cluster, C6H9N overall, with ωB97M-V with the def2-TZVPD basis set.

As for the structure (SMILES): CC1=CC1.C=C=N. The value obtained for the gap between HOMO and LUMO is 9.59 eV. Its relative energy (zero: lowest compared OMol25 entry of this formula, charge and spin) is 505.7 kJ/mol. The calculation puts the total energy at -7852.9184 eV.

The geometry in XYZ format:
```
16
Properties=species:S:1:pos:R:3:forces:R:3
C 0.17715 -2.21499 0.41853 0.634 -0.666 3.922
C 0.20906 -1.10846 -0.48801 0.534 2.536 -0.705
C 0.04276 0.12218 -0.93551 -0.285 -2.505 0.625
C 1.03987 -0.69868 -1.64630 2.081 1.101 2.722
H -0.30407 -3.06744 0.01653 -0.351 -1.003 -0.756
H -0.42515 -2.00452 1.37099 0.787 -0.029 -1.240
H 1.23076 -2.58075 0.81257 -1.870 0.945 -1.096
H -0.56985 0.96661 -1.04810 -0.457 0.953 0.264
H 2.11750 -0.54736 -1.47526 -0.220 0.221 -0.049
H 0.85452 -1.11278 -2.53203 -0.846 -1.603 -3.766
C 0.42499 2.03002 1.88671 2.045 -0.326 0.304
C -0.77174 2.19065 1.48587 -3.861 1.863 -3.659
N -1.89857 2.35796 0.95144 2.921 -2.890 1.433
H 0.37663 1.85942 2.90948 0.513 -0.466 2.104
H 1.43843 2.03867 1.44813 -1.232 0.084 -0.270
H -2.31499 3.24053 0.91445 -0.393 1.785 0.166
```
Positions in Å, forces in eV/Å.